Record 1
Molecular formula: C3H4LiO4Sr
Method: DFT, ωB97M-V/def2-TZVPD

Geometry (Å):
Sr (-0.745, 4.394, -5.573)
O (-0.069, 1.007, -1.190)
O (1.674, 1.538, 0.069)
O (-0.695, -2.125, 0.161)
O (0.557, -0.176, 0.738)
C (-0.537, -2.304, 1.583)
C (-0.569, -0.995, 0.944)
C (0.713, 0.742, -0.303)
Li (0.132, 2.460, -2.389)
H (0.417, -2.736, 1.886)
H (-1.433, -0.331, 0.995)
H (-1.433, -2.650, 2.104)
H (1.989, 1.176, 0.977)

Force components x, y, z for each atom (eV/Å):
0.0647 -0.1113 0.2023
0.5460 -0.6383 -0.4478
1.6363 -0.5941 1.4326
0.0228 -0.0161 0.0131
1.2674 0.1943 -1.3110
0.4477 0.0774 0.1038
-1.3228 0.7843 -0.9910
-2.0963 -0.4441 3.2999
-0.1807 -0.0553 -0.1841
-0.2007 0.1124 -0.0714
-0.1194 -0.3800 0.0757
0.3003 0.1266 -0.0964
-0.3652 0.9442 -2.0256

Output
total charge	+1
lowest unoccupied orbital energy	-3.556	eV
largest force on an atom	3.93	eV Å⁻¹
ΔE to the lowest compared entry with this formula, charge and spin	31.2	kcal per mole

Record 2
Molecular formula: H2N2O2
Method: DFT, ωB97M-V/def2-TZVPD

Geometry (Å):
O (1.254, -0.308, -0.786)
O (1.482, 0.395, 0.458)
N (-2.098, -0.514, 0.917)
N (-2.603, -0.166, -0.004)
H (0.318, -0.661, -0.791)
H (1.647, 1.254, 0.207)

Force components x, y, z for each atom (eV/Å):
-3.0246 -4.8641 -10.7034
-0.0693 2.3304 11.4515
-1.1981 0.8168 -2.1680
1.1979 -0.8142 2.1766
1.0985 -0.8808 0.3017
1.9955 3.4118 -1.0584

Output
lowest unoccupied orbital energy (alpha / beta)	1.180 / -2.249	eV
largest force on an atom	12.14	eV Å⁻¹
spin multiplicity	3
ΔE to the lowest compared entry with this formula, charge and spin	42.8	kcal per mole

Record 3
Molecular formula: C6H9N4
Method: DFT, ωB97M-V/def2-TZVPD

Geometry (Å):
N (-1.108, 2.100, 2.094)
N (1.090, 1.118, -0.310)
N (-1.522, -1.269, 0.749)
N (-0.213, -2.701, -1.287)
C (0.243, -1.524, -0.844)
C (-0.415, -0.813, 0.203)
C (0.052, 0.525, 0.371)
C (1.363, -0.863, -1.443)
C (1.716, 0.446, -1.234)
C (-0.589, 3.185, 2.191)
H (0.241, 3.511, 1.548)
H (-1.031, 4.151, 2.659)
H (1.983, -1.499, -1.961)
H (-1.012, -3.194, -0.733)
H (-1.874, -0.934, 1.541)
H (2.455, 0.926, -1.787)
H (-1.716, -2.234, 0.701)
H (1.415, 2.079, -0.066)
H (0.410, -3.307, -1.837)

Force components x, y, z for each atom (eV/Å):
-0.5458 -3.2204 -0.7873
-2.3363 1.0300 2.5207
-0.4445 -2.2017 -2.0791
-1.5115 -2.0918 1.2844
0.9718 1.8118 0.0956
2.4123 3.6015 -1.6369
-0.4316 0.6364 1.2612
-1.4349 -0.0882 1.2343
-0.0475 -2.4982 -0.5726
0.8530 3.7181 -1.0611
0.3455 -0.2384 0.1861
0.2059 -1.9448 0.0494
1.2653 -0.8827 -1.8541
2.3615 1.1095 -1.7355
-1.5009 2.3239 3.8105
1.3456 0.6136 -0.6586
-0.0985 -1.0191 -0.2101
-0.7139 -1.1018 -0.2366
-0.6954 0.4423 0.3898

Output
total charge	+1
lowest unoccupied orbital energy	-5.657	eV
largest force on an atom	4.71	eV Å⁻¹
ΔE to the lowest compared entry with this formula, charge and spin	138.7	kcal per mole

Record 4
Molecular formula: C7H11FN2O
Method: DFT, ωB97M-V/def2-TZVPD

Geometry (Å):
F (-0.470, 2.164, 1.099)
O (-1.542, -0.894, 0.348)
N (2.856, -0.443, -1.292)
N (-0.731, 0.162, -1.634)
C (0.798, 1.799, 0.949)
C (1.643, 2.327, 0.065)
C (0.996, -1.794, 1.214)
C (1.843, -0.815, -0.882)
C (0.740, -1.105, -0.129)
C (-0.492, -0.586, -0.428)
C (-2.784, -0.291, 0.039)
H (-0.029, -0.055, -2.360)
H (0.384, -2.758, 1.176)
H (1.350, 3.137, -0.614)
H (-3.234, -0.874, -0.836)
H (0.920, 1.054, 1.612)
H (-3.238, -0.507, 0.995)
H (0.858, -1.186, 2.127)
H (2.015, -2.176, 1.145)
H (2.663, 1.966, -0.163)
H (-2.917, 0.731, -0.364)
H (-1.628, 0.146, -2.065)

Force components x, y, z for each atom (eV/Å):
-1.2516 1.0419 -0.3724
1.5411 1.3956 -0.6122
0.0667 -0.3185 -0.6086
1.7033 -1.0127 0.9261
1.1060 2.1038 -2.4660
-0.0950 0.1498 -0.3294
-0.5269 -1.7787 -1.1506
1.7113 1.1413 -0.5776
-2.6017 0.1101 1.9441
0.2635 -0.4469 -2.4855
-1.5004 -1.4732 -1.4046
-0.3658 0.3751 0.8342
0.4446 1.3709 0.7702
-0.2716 -0.3198 0.4565
0.1379 0.1873 1.3968
1.3520 -2.6175 2.0376
-1.2353 0.5466 -0.3029
-0.1421 -0.3932 -0.5699
0.0898 0.2566 0.4299
-0.8183 -0.0706 0.7923
1.1132 -0.0293 1.0958
-0.7205 -0.2185 0.1964

Output
lowest unoccupied orbital energy	0.572	eV
largest force on an atom	3.58	eV Å⁻¹
ΔE to the lowest compared entry with this formula, charge and spin	21.6	kcal per mole
SMILES	CO/C(N)=C(\C)C#N.C=CF

Record 5
Molecular formula: C4H8
Method: DFT, ωB97M-V/def2-TZVPD

Geometry (Å):
C (-0.238, 1.403, 0.234)
C (-0.234, -0.424, -1.424)
C (0.408, -1.065, 0.865)
C (-0.033, -0.061, -0.154)
H (-1.295, 1.695, 0.121)
H (-0.338, -1.873, 0.952)
H (-0.494, 0.317, -2.173)
H (1.396, -1.531, 0.593)
H (0.383, 2.053, -0.407)
H (-0.098, -1.442, -1.736)
H (0.516, -0.635, 1.851)
H (0.028, 1.561, 1.278)

Force components x, y, z for each atom (eV/Å):
0.0149 -0.2989 -0.0906
0.1548 0.4595 0.5193
0.4762 -0.8959 -0.0066
-0.1891 0.4990 -0.9603
0.3873 -0.0789 -0.0313
0.3446 0.1835 -0.0508
-0.0908 -0.1439 0.0077
-0.9539 0.4246 0.2117
-0.3124 -0.1782 0.3428
0.0181 -0.2832 -0.1736
0.0610 0.1691 0.2464
0.0893 0.1433 -0.0146

Output
lowest unoccupied orbital energy	1.158	eV
largest force on an atom	1.10	eV Å⁻¹
ΔE to the lowest compared entry with this formula, charge and spin	5.1	kcal per mole
SMILES	C=C(C)C

Record 6
Molecular formula: C21H27N3O5S
Method: DFT, ωB97M-V/def2-TZVPD

Geometry (Å):
S (1.065, -3.247, 0.716)
O (-2.339, 4.531, -4.580)
O (-0.393, 2.477, -2.244)
O (0.301, 0.047, -4.081)
O (-1.957, 2.724, -0.654)
O (-0.488, -1.507, 3.436)
N (1.682, -2.004, 3.766)
N (3.216, -2.016, -1.891)
N (-0.726, -1.191, 0.657)
C (-1.146, 0.083, 0.335)
C (1.020, -1.133, -0.946)
C (-2.004, 3.430, -3.778)
C (0.408, 0.074, -1.628)
C (2.846, -2.850, 3.598)
C (1.855, -0.788, 4.546)
C (-0.623, 0.736, -0.730)
C (-1.372, -1.076, -3.144)
C (0.403, -1.726, 0.102)
C (-0.244, -0.342, -2.914)
C (-2.190, 0.598, 1.266)
C (2.216, -1.635, -1.469)
C (-1.079, 2.056, -1.159)
C (-1.522, -1.136, -4.551)
C (-2.978, 5.583, -3.895)
C (-0.817, 3.692, -2.836)
C (0.289, -3.468, 2.365)
C (2.956, -3.891, 4.710)
C (-0.475, -0.435, -5.065)
C (0.472, -2.247, 3.252)
C (2.292, 0.376, 3.662)
H (-2.299, -1.630, -5.096)
H (-2.292, 6.114, -3.227)
H (3.029, -3.408, 5.682)
H (-2.013, -1.516, -2.407)
H (0.761, -4.362, 2.766)
H (2.441, 1.265, 4.268)
H (-1.056, -1.535, 1.552)
H (2.087, -4.545, 4.722)
H (-0.183, -0.218, -6.073)
H (-3.135, 0.091, 1.070)
H (0.897, -0.553, 5.015)
H (3.221, 0.146, 3.146)
H (2.596, -0.980, 5.324)
H (-2.338, 1.662, 1.128)
H (3.727, -2.205, 3.615)
H (-1.900, 0.388, 2.296)
H (-3.828, 5.213, -3.310)
H (1.526, 0.587, 2.919)
H (2.818, -3.338, 2.622)
H (1.199, 0.788, -1.885)
H (-0.778, -3.657, 2.233)
H (0.037, 4.069, -3.403)
H (-1.730, 2.629, -4.470)
H (3.844, -4.498, 4.558)
H (-2.868, 3.106, -3.178)
H (-1.097, 4.401, -2.049)
H (-3.335, 6.270, -4.660)

Force components x, y, z for each atom (eV/Å):
-0.1740 -0.1159 0.0802
0.1499 0.0722 -0.1122
0.0873 -0.3904 0.1242
0.4563 0.2631 0.1056
0.0855 0.0316 -0.1822
-0.3413 0.1666 0.0971
0.0634 0.1458 0.1361
0.2506 -0.1181 -0.1575
-0.1844 -0.1493 -0.0036
0.0397 0.4616 -0.3325
-0.8821 0.4513 0.6578
0.1722 -0.3296 0.1940
-0.0514 -0.0971 -0.2543
0.1042 -0.4640 0.1520
-0.1471 0.3808 -0.0116
0.3679 -0.4501 0.1699
0.4993 0.3327 0.2423
0.4270 -0.1980 -0.0910
-0.5810 -0.3289 0.3448
-0.0755 0.2205 0.0542
0.5726 -0.3020 -0.1087
-0.3855 0.4012 0.2557
0.3509 0.2395 -0.3637
-0.0049 0.0242 0.0050
-0.4172 0.6109 -0.2453
0.0078 0.2939 -0.5578
0.0711 0.1995 -0.1848
-0.7060 -0.4520 -0.3903
0.0011 -0.3675 -0.0994
-0.0641 -0.1809 0.1543
-0.1214 -0.0746 -0.1913
-0.0455 0.0184 0.0024
0.0047 0.0115 0.1114
-0.1034 -0.0611 0.2252
0.0276 -0.0454 -0.0381
0.0482 0.1403 0.0287
0.1697 0.0661 -0.0599
-0.0828 -0.0807 0.0076
0.1295 0.0800 -0.0962
-0.0980 -0.0504 0.0007
0.1946 -0.0606 0.0386
0.0983 0.0183 -0.0572
-0.0449 -0.0521 0.0038
-0.0363 -0.0905 0.0476
-0.0587 -0.0236 -0.1285
0.0198 -0.0685 0.0528
-0.0021 0.0174 0.0019
-0.0711 0.0220 -0.0785
0.0870 0.1554 0.0806
-0.1022 -0.1343 0.0827
0.1244 0.0266 0.1915
-0.0877 -0.0388 0.0639
-0.0233 -0.0062 0.1376
0.1032 -0.1105 0.0443
0.0804 0.0021 -0.0810
0.1253 -0.0659 -0.1609
-0.0274 0.0538 0.0919

Output
lowest unoccupied orbital energy	0.327	eV
largest force on an atom	1.19	eV Å⁻¹
ΔE to the lowest compared entry with this formula, charge and spin	58.0	kcal per mole
SMILES	CCN(CC)C(=O)CSC1=C(C#N)[C@@H](c2ccco2)C(C(=O)OCCOC)=C(C)N1

Question: Which formula does entry 3 have?
Answer: C6H9N4

Question: Among the records above, which one has the lowest largest force on an atom?
Answer: C4H8